# 1
A cluster of 2 separate species, C10H11F2P in total in a non-equilibrium geometry, computed with ωB97M-V/def2-TZVPD.

Cartesian coordinates (Å):
C -2.56550 0.14352 0.10317
C 0.58392 -1.03997 -1.89404
H -2.23080 -2.53047 0.96376
H 1.27918 -0.97519 -2.72647
F -3.43100 -0.73351 -0.43589
C -0.86407 -0.99023 0.59726
C 2.27024 0.45444 -0.77697
C 2.72006 1.19552 0.30361
F -3.08965 0.56736 1.27090
P -1.99616 1.47376 -1.04093
C 1.08008 -0.25163 -0.72342
H 0.19600 0.56803 2.45492
H -3.05439 2.35181 -0.77469
H 2.31238 1.83031 2.30828
H 3.65381 1.73287 0.23403
C 1.96929 1.24696 1.46656
H 0.44972 -2.08661 -1.62448
C -1.20857 -2.19400 0.95768
C 0.33964 -0.22344 0.47044
C 0.78372 0.54321 1.54840
H -1.20324 2.06744 -0.05664
H 2.85912 0.42268 -1.68328
H -0.38688 -0.65583 -2.21172
H -0.46692 -2.91701 1.26951

Results
- HOMO level: -8.57 eV
- Maximum force: 4.6 eV Å⁻¹
- Energy relative to the best compared isomer or geometry (same formula, charge and spin): 223.6 kJ/mol
- LUMO energy: 0.709 eV
- Frontier orbital gap: 9.28 eV

Here are the Löwdin charges for atoms 1 to 8, given in e: -0.665, -0.044, 0.064, 0.078, 0.010, -0.114, -0.044, -0.080

---

# 2
The ion C10H11I2S with charge +1 in a non-equilibrium geometry, computed with ωB97M-V/def2-TZVPD.

Cartesian coordinates (Å):
H 1.75537 1.71674 -1.62712
C 2.96299 -2.40244 0.77769
C 2.48695 -1.00797 -0.00649
H -0.36979 1.16841 -2.29464
C -3.24512 -0.36922 0.65404
H 3.68014 -2.19672 1.68222
H -0.06225 3.47536 0.39081
H -2.07923 1.06520 2.28020
I 3.14982 0.64941 2.74442
C -2.08102 0.72021 1.13928
C 0.22878 2.34856 0.52882
H 3.38971 -3.15644 -0.01463
C -2.29804 -0.28864 -2.01696
H -4.04833 -0.82665 1.40619
S 1.92349 1.93528 -0.25068
C 2.47806 0.34709 0.64114
H 1.95557 -2.87067 1.19564
C -1.13774 0.75214 -1.50785
H 0.38760 2.14395 1.69302
I 1.84701 -1.31195 -2.11974
C -0.95909 1.30217 0.04421
C -3.37029 -0.89299 -0.92952
H -4.22174 -1.65250 -1.27375
H -2.37289 -0.64832 -3.13629

Results
- HOMO level: -11.62 eV
- Maximum force: 4.9 eV Å⁻¹
- Total charge: +1
- LUMO energy: -4.512 eV
- Frontier orbital gap: 7.11 eV

Here are the Löwdin charges for atoms 1 to 8, given in e: -0.019, -0.158, -0.674, 0.053, -0.042, 0.060, 0.122, 0.101